Run A
{
  "formula": "C5H14S",
  "method": "ωB97M-V/def2-TZVPD",
  "spin_multiplicity": 2,
  "total_charge": 1,
  "homo_lumo_gap_ha": [0.4033, 0.2182],
  "s2": 0.75,
  "elements": ["C", "C", "H", "H", "H", "H", "H", "H", "C", "C", "C", "S", "H", "H", "H", "H", "H", "H", "H", "H"],
  "positions_angstrom": [[-0.076, 3.151, 2.319], [1.040, 2.158, 2.594], [-1.069, 2.685, 2.390], [-0.165, 3.888, 3.104], [0.013, 3.588, 1.332], [1.183, 1.569, 1.691], [0.799, 1.417, 3.368], [1.933, 2.616, 3.020], [-0.322, -1.721, -0.134], [-0.946, -0.751, 0.865], [1.157, -0.662, -2.319], [-0.481, -1.218, -1.872], [0.724, -1.897, 0.086], [-0.841, -2.679, -0.254], [-0.463, -0.964, 1.821], [-2.012, -0.815, 1.086], [1.291, 0.264, -1.780], [1.886, -1.396, -2.005], [1.111, -0.503, -3.396], [-0.572, 0.208, 0.585]],
  "lowdin_spin": [0.0000, 0.0002, 0.0000, 0.0000, 0.0000, 0.0001, 0.0000, 0.0000, 0.0661, 0.0361, 0.0861, 0.7445, 0.0003, 0.0192, 0.0043, -0.0001, 0.0278, 0.0156, -0.0009, 0.0007]
}

=====

Run B
{
  "formula": "C5H14S",
  "method": "ωB97M-V/def2-TZVPD",
  "spin_multiplicity": 2,
  "total_charge": 1,
  "homo_lumo_gap_ha": [0.4040, 0.2153],
  "s2": 0.75,
  "elements": ["C", "C", "C", "H", "H", "H", "H", "H", "H", "H", "H", "C", "C", "S", "H", "H", "H", "H", "H", "H"],
  "positions_angstrom": [[-1.063, 2.286, -0.373], [-1.783, 1.049, -0.908], [-0.641, 2.186, 1.079], [-0.176, 2.386, -1.001], [-1.669, 3.151, -0.632], [-2.436, 1.292, -1.750], [-1.504, 2.153, 1.744], [-0.053, 1.277, 1.239], [-2.559, 0.591, -0.280], [-1.094, 0.256, -1.197], [-0.069, 3.056, 1.387], [2.273, -2.433, 1.124], [0.568, -1.908, -0.999], [0.583, -2.208, 0.754], [2.965, -2.088, 0.362], [2.514, -1.906, 2.063], [2.476, -3.476, 1.411], [-0.478, -1.928, -1.303], [1.083, -2.765, -1.453], [1.063, -0.972, -1.267]],
  "lowdin_spin": [0.0002, 0.0002, 0.0018, 0.0000, 0.0002, 0.0000, 0.0000, 0.0021, 0.0001, -0.0001, 0.0001, 0.0934, 0.0850, 0.7222, 0.0004, 0.0201, 0.0320, -0.0010, 0.0215, 0.0216]
}

=====

What is the stability order? It is run B, run A, from most stable to least stable.